C6H13NO | ωB97M-V/def2-TZVPD

E_LUMO = 0.77 eV
energy = -9968.9401 eV
ΔE to the lowest compared entry with this formula, charge and spin = 51.5 kcal/mol
gap between HOMO and LUMO = 9.97 eV

Geometry as ORCA input:
```
! RIJCOSX wB97M-V def2-TZVPD def2/J DEFGRID3
* xyz 0 1
C 0.42670 -0.39243 -1.86387
C 1.31688 -0.07264 2.11640
C -1.52192 -0.19212 1.68689
C 1.43301 0.72088 -2.05890
N 0.78722 -0.22297 0.77132
C -0.49741 -0.16615 0.57377
C -0.95237 0.02559 -0.83946
O -2.12702 -0.63635 -1.24028
H -2.87259 -0.54812 -0.63044
H -1.02897 1.08003 -1.10238
H 0.89465 -1.32581 -1.54976
H -0.06840 -0.61474 -2.81257
H 1.14398 -0.98101 2.70370
H 0.90274 0.79149 2.64923
H 2.39913 0.07235 2.05125
H -2.50061 -0.49267 1.31005
H -1.23171 -0.88284 2.48285
H -1.59770 0.80778 2.12326
H 2.08218 0.85438 -1.19120
H 2.07658 0.50053 -2.91895
H 0.93564 1.67481 -2.26091
*
```

***

C6H13NO | ωB97M-V/def2-TZVPD

E_LUMO = 0.81 eV
energy = -9969.4117 eV
ΔE to the lowest compared entry with this formula, charge and spin = 40.6 kcal/mol
gap between HOMO and LUMO = 10.21 eV

Geometry as ORCA input:
```
! RIJCOSX wB97M-V def2-TZVPD def2/J DEFGRID3
* xyz 0 1
C 0.15486 0.26377 -0.11767
C 1.60517 0.87404 -0.74095
C 0.36312 -1.21455 -0.28573
C -1.01966 0.81222 -0.92907
C 0.02616 0.67111 1.35033
C -0.98736 -2.02741 0.21981
O 1.51832 2.27787 -0.89312
N -1.16672 -2.35968 1.44438
H 1.40688 2.67657 -0.01650
H -2.05408 -2.86401 1.56994
H 2.45466 0.63161 -0.09413
H 1.78187 0.45554 -1.73481
H 1.18620 -1.59650 0.32375
H 0.49362 -1.51005 -1.33006
H -1.73509 -2.27380 -0.55707
H -0.97616 0.48093 -1.97053
H -0.91627 0.30078 1.77204
H -1.02766 1.90731 -0.91665
H -1.97647 0.48264 -0.51128
H 0.84066 0.25267 1.95082
H 0.02794 1.75897 1.46652
*
```

***

C6H13NO | ωB97M-V/def2-TZVPD

E_LUMO (alpha / beta) = 0.80 / 0.79 eV
energy = -9965.3084 eV
ΔE to the lowest compared entry with this formula, charge and spin = 135.3 kcal/mol
gap between HOMO and LUMO (alpha / beta) = 6.84 / 6.99 eV

Geometry as ORCA input:
```
! RIJCOSX wB97M-V def2-TZVPD def2/J DEFGRID3
* xyz 0 1
C 0.07713 -0.34821 0.12121
C -0.20951 0.55904 -0.90568
C 0.76227 -1.64911 -0.19753
C -0.02899 0.00228 1.58131
C 1.89794 1.06105 -0.40774
N -0.96922 1.67641 -0.78412
C -2.16025 -0.96136 -0.02251
O -3.01969 -0.13270 0.14897
H -0.03154 0.22386 -1.92032
H -1.43861 1.98598 -1.61947
H -1.57018 1.73415 0.02957
H -2.46637 -2.05246 0.08921
H 0.13247 -2.48181 0.12177
H 1.70785 -1.73188 0.34052
H 0.95822 -1.75815 -1.26418
H 0.97076 0.09781 2.00966
H -0.56422 0.93343 1.75759
H -0.54380 -0.79247 2.12253
H 2.61254 0.41931 0.09703
H 1.69216 1.97424 0.14043
H 2.19102 1.24058 -1.43826
*
```

***

C6H13NO | ωB97M-V/def2-TZVPD

E_LUMO = 0.92 eV
energy = -9969.0684 eV
ΔE to the lowest compared entry with this formula, charge and spin = 48.6 kcal/mol
gap between HOMO and LUMO = 10.19 eV

Geometry as ORCA input:
```
! RIJCOSX wB97M-V def2-TZVPD def2/J DEFGRID3
* xyz 0 1
C -1.30755 -0.81003 0.07624
C -0.25122 -1.39850 -0.85599
C 1.03557 -0.61068 -0.93895
C 1.57612 -0.27867 -2.10092
C 1.82185 0.87259 0.89163
C 1.67612 -0.33114 0.37503
N -1.89191 0.45390 -0.37024
H -2.07619 -1.52596 0.34185
H -0.81494 -0.55814 1.02346
H -0.66454 -1.59416 -1.84709
H -0.01896 -2.39638 -0.45859
H 1.14022 -0.51989 -3.06381
H 2.51567 0.25756 -2.11655
H 2.27989 1.07923 1.84786
H 1.41161 1.73657 0.37563
H 2.20539 -1.19437 0.77051
H -2.59961 0.32210 -1.08094
H -1.21418 1.14043 -0.66597
H -2.38480 1.20436 2.02147
H -1.01598 1.86260 1.79421
O -1.62371 1.57656 2.47592
*
```

***

C6H13NO | ωB97M-V/def2-TZVPD

E_LUMO = 0.70 eV
energy = -9967.7061 eV
ΔE to the lowest compared entry with this formula, charge and spin = 80.0 kcal/mol
gap between HOMO and LUMO = 8.43 eV

Geometry as ORCA input:
```
! RIJCOSX wB97M-V def2-TZVPD def2/J DEFGRID3
* xyz 0 1
C -0.98456 -3.50890 -0.01666
C -1.43767 -2.05989 0.03162
C -0.68260 -1.10564 0.60483
N -1.19374 0.24630 0.65001
C -0.14424 1.24918 0.32246
C -0.94008 1.14986 -2.10815
C -0.15428 1.63091 -1.16436
H -0.24820 -3.87126 0.66828
H -1.76099 -4.24720 0.08312
H -0.41699 -3.60841 -0.94754
H -2.31861 -1.94615 -0.43972
H 0.30482 -1.34305 0.99215
H -2.12185 0.34368 0.31173
H 0.79709 0.81283 0.47775
H -0.28513 2.20470 0.88008
H -1.96023 0.63020 -2.11049
H -0.73751 1.31792 -3.11709
H 0.72714 2.22358 -1.34999
H 4.48670 4.05808 1.91554
H 4.31160 2.73860 2.52343
O 4.75933 3.08466 1.79300
*
```

***

C6H13NO | ωB97M-V/def2-TZVPD

E_LUMO (alpha / beta) = 0.37 / 0.40 eV
energy = -9966.1876 eV
ΔE to the lowest compared entry with this formula, charge and spin = 115.0 kcal/mol
gap between HOMO and LUMO (alpha / beta) = 8.35 / 8.00 eV

Geometry as ORCA input:
```
! RIJCOSX wB97M-V def2-TZVPD def2/J DEFGRID3
* xyz 0 1
C 0.79874 -1.22781 -0.70406
C 0.57094 0.24319 -0.54030
C -0.28531 0.76598 0.56735
C 0.05771 2.18763 0.26940
C -1.77733 0.37824 0.49647
C 2.16142 -1.58386 -1.30092
N -2.60620 0.99691 1.52657
O 0.60494 -1.87778 0.55895
H 0.58981 -2.82961 0.41299
H 0.01620 -1.58214 -1.40339
H 0.85798 0.83910 -1.39213
H 0.06566 0.42289 1.55540
H -2.24125 0.78133 2.44888
H -2.60323 2.00662 1.42564
H 0.93259 2.54536 -0.24268
H -0.59795 3.00319 0.55079
H -1.85780 -0.70722 0.59961
H -2.18132 0.65915 -0.48144
H 2.29057 -1.10365 -2.27198
H 2.24766 -2.66267 -1.44374
H 2.95617 -1.25485 -0.63141
*
```

***

C6H13NO | ωB97M-V/def2-TZVPD

E_LUMO = 0.71 eV
energy = -9968.4281 eV
ΔE to the lowest compared entry with this formula, charge and spin = 63.3 kcal/mol
gap between HOMO and LUMO = 8.62 eV

Geometry as ORCA input:
```
! RIJCOSX wB97M-V def2-TZVPD def2/J DEFGRID3
* xyz 0 1
C -2.45431 -0.64520 -0.82054
C -1.90324 -0.07218 0.25282
N -1.50363 1.25280 0.31235
C -0.40940 1.71677 1.15983
C 2.68983 0.63133 -0.89545
C 1.28610 0.69064 -0.33711
C 0.95303 1.62473 0.56654
H -2.68747 -0.16674 -1.76618
H -2.62779 -1.71026 -0.91883
H -1.68332 -0.67984 1.12373
H -1.55072 1.72271 -0.57610
H -0.69889 2.72433 1.48614
H -0.47935 1.13015 2.09181
H 2.76231 1.22525 -1.80091
H 3.40522 1.05972 -0.17975
H 2.94850 -0.42921 -0.90497
H 0.65074 -0.18781 -0.34394
H 1.67412 2.26817 1.06207
H -0.26604 -3.27354 0.26977
H 0.32531 -4.72054 0.24304
O -0.43103 -4.16128 -0.02433
*
```

***

C6H13NO | ωB97M-V/def2-TZVPD

E_LUMO (alpha / beta) = -3.44 / -6.82 eV
energy = -9961.9822 eV
ΔE to the lowest compared entry with this formula, charge and spin = 8.7 kcal/mol
gap between HOMO and LUMO (alpha / beta) = 10.26 / 6.89 eV

Geometry as ORCA input:
```
! RIJCOSX wB97M-V def2-TZVPD def2/J DEFGRID3
* xyz 1 2
C 0.15767 -2.73046 -0.14962
N -0.80025 -0.44942 -1.65358
C -0.06075 -0.27925 -0.53177
C 0.41294 -1.31779 0.26757
C 1.23638 -1.10525 1.46160
C 2.47144 -1.58352 1.48938
C 0.37596 1.12787 -0.29315
H 0.97500 -3.36694 0.17120
H -0.80936 -3.06783 0.24292
H 0.01841 -2.80571 -1.23076
H -1.39158 -1.26814 -1.68089
H -1.16599 0.42472 -1.96027
H 0.86191 -0.49940 2.27954
H 3.12323 -1.57576 2.35369
H 2.90742 -2.18507 0.69858
H -0.28581 1.92932 -0.62685
H 0.54046 1.39400 0.75281
H 1.34088 1.26902 -0.79200
H -2.89280 4.78010 -0.57850
H -3.88391 5.62097 0.19587
O -3.13122 5.68855 -0.41578
*
```